Molecular formula: C20H24FNO5
Method: DFT, the ωB97M-V functional and the def2-TZVPD basis

Cartesian coordinates (Å):
1 C -3.73470 -0.51804 2.67713
2 C -3.57464 0.66813 1.65744
3 H -4.12387 0.58405 0.70699
4 H -4.09133 1.54040 2.10867
5 O -2.33666 0.75428 1.17929
6 C -2.19840 1.81264 0.48710
7 O -3.12210 2.40453 0.08341
8 C -0.72370 2.11367 0.02089
9 C 0.22517 1.43956 0.75443
10 C 1.66065 1.52536 0.50444
11 C 1.91248 2.61956 -0.51318
12 C 0.88016 3.20930 -1.31964
13 C -0.32423 2.77527 -1.00383
14 H -1.10443 3.56618 -1.38726
15 H 1.26037 3.75853 -2.14944
16 H 2.93117 2.52115 -0.69621
17 O 2.53527 0.70020 1.33540
18 C 3.80480 0.67522 0.96143
19 C 4.14735 -0.04022 -0.44140
20 O 5.24948 0.23440 -0.85685
21 H 5.94707 -0.12194 -0.49438
22 C 3.83524 -1.58274 0.02291
23 N 2.65150 -2.17971 -0.23567
24 H 2.14553 -1.88640 -0.95558
25 C 1.74298 -1.98033 0.59239
26 C 0.38671 -2.29856 0.36221
27 H 0.16731 -3.49866 -0.07206
28 H -0.32804 -2.04236 1.19884
29 O -0.01891 -1.35215 -0.49011
30 C -1.15447 -1.13474 -1.00368
31 C -2.35365 -1.64686 -0.77932
32 C -3.61841 -1.42746 -1.39844
33 C -3.63598 -0.33308 -2.16879
34 C -2.53113 0.15907 -2.58968
35 C -1.32814 -0.13961 -2.01929
36 H -0.34475 0.63610 -2.26888
37 H -2.52565 1.09649 -3.45751
38 H -4.62270 -0.07017 -2.33678
39 H -4.48098 -1.90477 -0.94176
40 F -2.48600 -2.66141 0.25594
41 H 2.05836 -3.00834 1.72766
42 H 1.69517 -1.10252 1.56391
43 H 4.51679 -2.18464 -0.84477
44 H 4.28164 -2.06759 0.89070
45 H 3.18132 0.19083 -1.19365
46 H 4.45222 1.64660 0.68054
47 H 4.42865 0.16707 1.78340
48 H 0.14617 0.61047 1.69982
49 H -3.34776 -1.30561 2.00180
50 H -4.94841 -0.65037 2.91638
51 H -3.18457 -0.27073 3.44505

Its molar mass is 377.41 g/mol. The value obtained for the LUMO energy is 0.5 eV. As for the electronic energy: -1306.72895 Eh.



Molecular formula: C20H24N2O3
Method: DFT, the ωB97M-V functional and the def2-TZVPD basis

Cartesian coordinates (Å):
1 C -3.49781 -2.32384 1.17011
2 C -4.30377 -2.53258 -0.38182
3 C -5.56035 -3.41195 -0.09501
4 O -4.82334 -1.11816 -0.54458
5 C -4.08028 -0.03414 -1.27215
6 C -4.59634 1.30193 -1.19146
7 C -3.99391 1.75803 0.11079
8 N -2.67214 2.15641 0.28052
9 C -1.53457 1.32867 0.73406
10 O -1.75201 0.40443 1.39153
11 C -0.11578 2.18830 0.36934
12 C -0.06172 3.49920 0.47370
13 C 1.28214 4.02916 0.15052
14 C 2.24189 3.13979 0.17039
15 C 2.10212 1.67101 0.07055
16 N 3.21631 0.89876 0.08645
17 C 4.42719 0.89393 -0.03753
18 O 5.03281 1.96017 -0.37278
19 C 5.33011 -0.20954 -0.12254
20 C 6.38582 -0.45485 -1.04731
21 C 7.24737 -1.51651 -0.86943
22 C 6.91442 -2.70592 -0.01931
23 C 5.82799 -2.53166 0.87211
24 C 5.09311 -1.14136 0.86997
25 C 0.82606 1.25420 0.49320
26 H -4.07800 -2.14289 1.90626
27 H -2.89413 -3.18659 1.22264
28 H -2.74487 -1.56739 1.05072
29 H -3.63328 -2.57736 -1.15063
30 H -5.24217 -4.44873 0.26969
31 H -6.05368 -3.33875 -1.21892
32 H -6.25116 -2.96243 0.52466
33 H -2.89308 -0.44012 -0.92964
34 H -3.94829 -0.65783 -2.31855
35 H -4.12384 1.64772 -2.02892
36 H -5.56067 1.28897 -1.04969
37 H -4.15434 1.06737 0.93933
38 H -4.43097 2.57285 0.52388
39 H -2.44720 2.82736 -0.42296
40 H -0.81555 4.32291 0.14754
41 H 1.54674 4.99856 -0.01236
42 H 3.36788 3.23055 -0.15308
43 H 2.74272 -0.14281 0.51891
44 H 6.70635 0.30591 -1.44022
45 H 7.94544 -1.50896 -1.46262
46 H 7.54362 -3.41439 0.04850
47 H 5.65198 -3.23308 1.84376
48 H 4.26295 -1.25259 1.36564
49 H 0.56822 0.10818 0.53675

Its molar mass is 340.42 g/mol. The value obtained for the LUMO energy is 0.0 eV. As for the SMILES: CC(C)OCCCNC(=O)c1cccc(NC(=O)c2ccccc2)c1. Its energy above the lowest of the compared OMol25 structures with the same formula, charge and spin is 367.1 kcal/mol. As for the electronic energy: -1111.24289 Eh.



Molecular formula: C20H24N2O3S
Method: DFT, the ωB97M-V functional and the def2-TZVPD basis

Cartesian coordinates (Å):
1 C 4.47476 -4.68282 2.33736
2 C 3.03463 -4.75833 1.90473
3 C 2.66505 -3.50591 0.97385
4 C 1.14809 -3.42718 0.88230
5 C 0.67390 -4.54136 -0.15041
6 N 0.93347 -2.09126 0.36084
7 C 0.90596 -0.97151 1.16121
8 O 0.92330 -1.10787 2.34189
9 C 0.78967 0.42536 0.58676
10 C 1.47277 0.92619 -0.46479
11 C 1.03878 2.06642 -1.17883
12 C 0.10011 2.99113 -0.60688
13 C -0.41065 4.14359 -1.29563
14 S -0.10637 5.67990 -0.26039
15 C -1.87537 6.05420 -0.36101
16 C -2.70210 4.92910 -1.08772
17 O -3.89429 5.09228 -1.13344
18 N -1.87297 3.98509 -1.60457
19 C -2.31711 2.89975 -2.50558
20 C -2.70377 1.58379 -1.70066
21 C -3.02981 1.23070 -0.36984
22 C -3.38362 -0.20603 -0.13565
23 C -3.47123 -0.52822 -1.47005
24 O -3.10690 0.43108 -2.37629
25 C -0.32672 2.62235 0.65323
26 C -0.11356 1.37769 1.19753
27 H 5.13949 -4.39493 1.48936
28 H 4.82035 -5.64631 2.65254
29 H 4.56499 -4.01780 3.15777
30 H 2.31520 -4.67270 2.75554
31 H 2.81374 -5.68588 1.40099
32 H 3.09162 -3.72178 -0.00289
33 H 3.18021 -2.52119 1.22734
34 H 0.69880 -3.52890 1.82001
35 H 1.06318 -4.43027 -1.18863
36 H 1.08320 -5.46524 0.14631
37 H -0.46146 -4.51859 -0.18803
38 H 0.68855 -2.06033 -0.61672
39 H 2.31648 0.25956 -0.85111
40 H 1.56074 2.26137 -2.09110
41 H 0.13199 4.15673 -2.21343
42 H -2.12603 6.14141 0.70616
43 H -2.20094 6.98055 -0.67737
44 H -3.17953 3.36403 -2.99690
45 H -1.51518 2.76099 -3.25829
46 H -3.04351 1.88369 0.49066
47 H -3.78821 -0.62125 0.78030
48 H -4.18662 -1.37401 -1.43257
49 H -1.06389 3.19522 1.18830
50 H -0.74921 1.03748 2.00379

Its molar mass is 372.49 g/mol. The value obtained for the LUMO energy is 0.5 eV. As for the SMILES: CCC[C@H](C)NC(=O)c1ccc([C@@H]2SCC(=O)N2Cc2ccco2)cc1. Its energy above the lowest of the compared OMol25 structures with the same formula, charge and spin is 133.5 kcal/mol. As for the electronic energy: -1509.80305 Eh.



Molecular formula: C20H24N2O5S
Method: DFT, the ωB97M-V functional and the def2-TZVPD basis

Cartesian coordinates (Å):
1 C -0.45953 -1.30587 3.87070
2 O -1.31614 -0.84994 2.84115
3 C -0.94451 0.27893 2.15028
4 C 0.38324 0.67178 2.02209
5 C 0.73756 1.80361 1.31095
6 C -0.23388 2.59482 0.71794
7 C 0.12516 3.82820 -0.06192
8 C 0.28445 3.51202 -1.55509
9 N -0.93572 2.96385 -2.09965
10 S -0.75651 2.06403 -3.49251
11 O -2.07717 1.77906 -3.96858
12 O 0.17153 2.68448 -4.39999
13 C 0.00256 0.59080 -2.82786
14 C 1.09996 0.04873 -3.46528
15 C 1.69582 -1.08415 -2.93893
16 C 1.20798 -1.66261 -1.77178
17 C 1.91967 -2.85536 -1.18358
18 C 0.96000 -3.88259 -0.55294
19 N 0.96004 -3.53304 0.84570
20 C 1.97201 -2.73588 1.23463
21 O 2.17809 -2.35898 2.36610
22 C 2.79529 -2.41173 0.00090
23 C 0.10485 -1.09273 -1.14203
24 C -0.50896 0.02584 -1.67709
25 C -1.55679 2.20492 0.83883
26 C -1.93826 1.06132 1.53495
27 O -3.28217 0.82252 1.51180
28 C -3.87498 -0.09432 2.40301
29 H -0.18582 -0.48786 4.54302
30 H -1.03838 -2.04780 4.42014
31 H 0.44943 -1.76960 3.48073
32 H 1.15625 0.07201 2.47571
33 H 1.78014 2.07352 1.23302
34 H -0.65634 4.58066 0.05643
35 H 1.06573 4.24359 0.30263
36 H 1.04767 2.74168 -1.69167
37 H 0.60675 4.40916 -2.10023
38 H -1.69766 3.62029 -2.17103
39 H 1.47218 0.52709 -4.35729
40 H 2.55239 -1.51813 -3.43379
41 H 2.52291 -3.32337 -1.96344
42 H 1.33253 -4.90526 -0.69502
43 H -0.04454 -3.81768 -0.97761
44 H 0.29869 -3.92293 1.49724
45 H 3.72685 -2.97774 0.05432
46 H 3.04196 -1.35179 -0.02842
47 H -0.27491 -1.51043 -0.22300
48 H -1.36561 0.47541 -1.20363
49 H -2.34456 2.78969 0.39111
50 H -4.94829 0.00606 2.24065
51 H -3.64268 0.14702 3.44324
52 H -3.56828 -1.12130 2.19508

Its molar mass is 404.49 g/mol. The value obtained for the LUMO energy is 0.5 eV. As for the SMILES: COc1ccc(CCNS(=O)(=O)c2ccc([C@@H]3CNC(=O)C3)cc2)cc1OC. Its energy above the lowest of the compared OMol25 structures with the same formula, charge and spin is 43.6 kcal/mol. As for the electronic energy: -1660.41501 Eh.



Molecular formula: C20H24N2O6
Method: DFT, the ωB97M-V functional and the def2-TZVPD basis

Cartesian coordinates (Å):
1 C 2.52418 2.77644 -1.04750
2 C 2.76705 1.66421 -1.84444
3 C 3.00577 0.38724 -1.30967
4 N 3.09587 0.22041 0.12587
5 C 4.18984 0.46923 0.64558
6 O 4.23002 0.42309 2.05434
7 C 5.20181 1.13915 0.15333
8 C 6.54559 0.49008 0.13709
9 C 6.39293 -0.92319 -0.32844
10 O 5.51452 -1.47584 -0.76784
11 O 7.50583 -1.44623 -0.00085
12 H 7.35888 -2.46555 -0.42459
13 H 6.76915 0.24293 1.22393
14 H 7.45953 1.01727 -0.17098
15 H 5.41667 2.27048 0.22145
16 H 5.00797 1.26862 -0.95098
17 C 2.03997 -0.53298 1.00173
18 C 1.83936 -1.93232 0.80958
19 C 0.54598 -1.99866 0.24656
20 O -0.11518 -3.10755 0.17734
21 N -0.23873 -0.87463 0.18560
22 C 0.50683 0.28743 0.77292
23 O 0.28907 1.46077 0.69186
24 C -1.62353 -0.65815 0.09897
25 C -2.38083 0.27792 0.44778
26 C -3.62630 0.29727 0.34396
27 C -4.23122 -0.56729 -0.75407
28 C -3.37003 -1.04424 -1.54472
29 C -2.15907 -1.40164 -1.07283
30 H -1.41450 -2.04540 -1.70756
31 H -3.81774 -1.59828 -2.41833
32 O -5.55340 -0.31224 -1.31853
33 C -6.43942 0.49807 -0.43429
34 C -6.99909 -0.41493 0.75993
35 C -8.05368 0.46554 1.53296
36 H -7.55713 1.67913 1.90298
37 H -8.84361 0.75344 0.71373
38 H -8.37831 0.00630 2.66526
39 H -7.42474 -1.19371 0.47731
40 H -6.25301 -0.38360 1.53805
41 H -7.21674 0.53744 -0.99355
42 H -6.20498 1.51234 0.06060
43 H -4.41362 0.87867 0.99740
44 H -2.02553 0.48067 1.57483
45 H 1.98215 -2.39730 1.55504
46 H 2.71137 -2.29777 -0.06178
47 H 2.33239 -0.23917 2.03462
48 H 3.83417 -0.32084 -1.74316
49 H 1.99901 -0.22423 -1.62749
50 H 2.41996 1.76070 -2.87165
51 H 2.53822 2.82023 -0.10479
52 H 2.31629 3.77065 -1.65254

Its molar mass is 388.42 g/mol. The value obtained for the LUMO energy is 0.2 eV. Its energy above the lowest of the compared OMol25 structures with the same formula, charge and spin is 409.1 kcal/mol. As for the electronic energy: -1336.89136 Eh.



HOMO-LUMO gap? In order: 8.43; 8.45; 9.11; 8.64; 8.43 eV.